Here is a structure of composition C54H79CdCl2I2N3P2Si from OMol25. Energies are from ωB97M-V with the def2-TZVPD basis set.

For the HOMO-LUMO gap, the calculation gives 5.313 eV. For the HOMO energy, the calculation gives -0.070 hartree. For the energy, the calculation gives -134021.420 eV. The charge is -2. Its multiplicity is 1.

Geometry (Å):
Cd -0.36703 -1.33160 -0.12143
C -2.45168 -1.72688 2.91295
Si -1.46832 -0.32567 2.01542
C -2.80926 1.09848 2.01482
C -3.93601 0.95034 2.83351
C -4.93571 1.90703 2.92146
C -4.82878 3.07310 2.18332
C -3.74258 3.23975 1.33831
C -2.74390 2.26917 1.22242
P -1.35290 2.35544 0.01916
C -0.36019 3.84975 0.59483
C 0.04379 3.61204 2.06284
C 0.51501 4.89461 2.76848
C 1.20874 5.82524 1.77958
C 0.21924 6.29192 0.69646
C -0.90790 5.26918 0.45085
C -2.10066 2.85673 -1.63536
C -3.24511 3.87313 -1.82839
C -3.31691 4.37079 -3.28776
C -2.84678 3.28872 -4.25432
C -1.34540 3.03835 -4.05402
C -0.93640 3.20014 -2.57812
C -0.40673 0.18835 3.58570
C -1.08194 0.82556 4.63922
C -0.47551 1.12503 5.84625
C 0.85458 0.78058 6.04733
C 1.55050 0.16220 5.02465
C 0.94897 -0.12915 3.79369
P 1.90437 -0.94803 2.43800
C 2.88586 -2.17475 3.47068
C 3.76809 -3.08932 2.61453
C 4.55347 -4.08723 3.48494
C 3.74340 -4.54787 4.70822
C 2.25387 -4.49264 4.38569
C 1.82497 -3.02984 4.21596
C 3.07316 0.42279 1.92693
C 3.81342 1.24511 2.98082
C 4.53267 2.42350 2.31469
C 5.49521 1.95035 1.22643
C 4.75428 1.10520 0.19025
C 4.06148 -0.07729 0.86555
H -2.65835 -1.49287 3.96296
H -1.87558 -2.65701 2.89197
H -3.40138 -1.92490 2.40598
H -4.04240 0.05321 3.43024
H -5.79036 1.74747 3.57083
H -5.59170 3.84191 2.24938
H -3.67857 4.15305 0.77084
H 0.53866 3.77232 -0.03152
H 0.83200 2.85623 2.09782
H -0.80337 3.20583 2.61632
H 1.18585 4.63343 3.59053
H -0.34084 5.41647 3.21040
H 2.03526 5.27956 1.31590
H 1.64219 6.68802 2.29304
H 0.76426 6.44883 -0.23923
H -0.21853 7.25586 0.97629
H -1.30858 5.44145 -0.54685
H -1.71928 5.41608 1.17026
H -2.49528 1.88149 -1.94880
H -3.13623 4.74236 -1.18330
H -4.18892 3.39099 -1.56795
H -2.67922 5.25331 -3.41289
H -4.33970 4.67988 -3.52027
H -3.05065 3.57728 -5.28923
H -3.40973 2.37127 -4.05987
H -0.77344 3.74344 -4.66555
H -1.08995 2.03484 -4.40245
H -0.62002 4.23241 -2.39092
H -0.07892 2.56146 -2.35713
H -2.12240 1.09635 4.50630
H -1.03791 1.61513 6.63430
H 1.34400 0.98826 6.99278
H 2.58410 -0.10773 5.20557
H 3.53123 -1.65925 4.19103
H 4.47342 -2.50611 2.02626
H 3.13792 -3.62616 1.90143
H 5.49122 -3.63236 3.81966
H 4.82033 -4.95356 2.87329
H 3.93595 -3.88311 5.55718
H 4.04709 -5.55390 5.01005
H 1.66391 -4.96003 5.17775
H 2.06166 -5.05395 3.46654
H 1.63034 -2.59170 5.19669
H 0.87640 -2.99469 3.66805
H 2.37644 1.08675 1.39671
H 4.55186 0.61550 3.49545
H 3.11870 1.63249 3.72622
H 5.06620 3.01412 3.06721
H 3.78098 3.07616 1.85760
H 6.28717 1.34516 1.68541
H 5.97568 2.81049 0.74870
H 5.45052 0.74906 -0.57515
H 3.99045 1.70595 -0.31317
H 4.82422 -0.71022 1.33029
H 3.52333 -0.66137 0.11603
Cl 1.48521 0.40026 -1.02576
C -0.86163 -0.37407 -3.49874
Cl -3.09121 -0.51015 -1.06961
H -1.20693 0.23535 -4.34520
H -0.84244 0.09065 -2.51184
I -4.92680 -6.89373 1.58460
C -3.88614 -5.23844 0.87655
C -4.42995 -4.09136 0.33912
N -3.38838 -3.30616 0.02923
N -2.21643 -3.86135 0.33268
C -2.49418 -5.04765 0.84903
H -5.45272 -3.80188 0.16666
H -3.38229 -2.34849 -0.39453
H -1.71236 -5.71864 1.16718
I 0.92248 -4.97616 -1.20223
C 0.98550 -3.12914 -0.03635
H 2.02887 -2.83178 -0.14474
H 0.86044 -3.51031 0.97799
C -3.64452 -2.01786 -4.39956
C -2.74432 -3.23612 -4.63675
C -2.42263 -3.94405 -3.31479
C -1.47925 -2.92116 -5.41949
C -1.35860 -3.46501 -6.69480
C -0.20812 -3.31401 -7.44774
C 0.86953 -2.64736 -6.89090
C 0.80595 -2.07928 -5.62231
C 2.09198 -1.47740 -5.06957
C 2.07508 0.05010 -4.90580
C 2.53156 -2.15037 -3.75977
C -0.40717 -2.16800 -4.90326
N -0.48504 -1.56793 -3.63370
H -4.65036 -2.35092 -4.12712
H -3.72244 -1.40211 -5.30012
H -3.27652 -1.40240 -3.58112
H -3.30635 -3.93962 -5.26019
H -1.93514 -3.26263 -2.61835
H -1.75480 -4.79020 -3.48122
H -3.34065 -4.31113 -2.84703
H -2.19316 -4.02843 -7.09919
H -0.14626 -3.72650 -8.44825
H 1.79912 -2.57604 -7.44568
H 2.85308 -1.70786 -5.82259
H 1.61047 0.34441 -3.96683
H 1.56333 0.54013 -5.73961
H 3.10443 0.41893 -4.87434
H 1.87907 -1.86603 -2.93645
H 3.54536 -1.82753 -3.50620
H 2.51988 -3.23787 -3.85479

Atomic partial charges in e from the Mulliken method, atoms 1 to 99:
1 Cd 3.061
2 C -1.568
3 Si -0.025
4 C 1.436
5 C -0.350
6 C -1.085
7 C -1.163
8 C -0.596
9 C -0.015
10 P 0.734
11 C 0.037
12 C 1.055
13 C -1.205
14 C -0.508
15 C -1.068
16 C -0.445
17 C 1.138
18 C -0.776
19 C -1.022
20 C -0.800
21 C -0.241
22 C -0.965
23 C -0.129
24 C 0.108
25 C -1.210
26 C -0.841
27 C -0.228
28 C 0.266
29 P 0.855
30 C 0.368
31 C -0.590
32 C -0.980
33 C -0.716
34 C -0.951
35 C -0.526
36 C 1.558
37 C -0.585
38 C -0.323
39 C -0.982
40 C -0.563
41 C -1.190
42 H 0.613
43 H 0.072
44 H 0.330
45 H 0.309
46 H 0.372
47 H 0.375
48 H 0.309
49 H 0.635
50 H -0.898
51 H -0.348
52 H 0.533
53 H 0.438
54 H 0.108
55 H 0.503
56 H 0.384
57 H 0.397
58 H -0.003
59 H 0.152
60 H -0.439
61 H 0.012
62 H 0.497
63 H 0.277
64 H 0.549
65 H 0.557
66 H 0.205
67 H 0.460
68 H -0.411
69 H 0.539
70 H 0.139
71 H 0.329
72 H 0.403
73 H 0.383
74 H 0.355
75 H 0.510
76 H -0.058
77 H 0.150
78 H 0.314
79 H 0.460
80 H 0.309
81 H 0.426
82 H 0.508
83 H 0.325
84 H 0.323
85 H -0.259
86 H -0.964
87 H 0.285
88 H 0.120
89 H 0.427
90 H -0.032
91 H 0.334
92 H 0.438
93 H 0.401
94 H 0.174
95 H 0.351
96 H 0.183
97 Cl -0.869
98 C -0.907
99 Cl -0.663